# 1
ORCA calculation (ωB97M-V with the def2-TZVPD basis set) on a 4-piece molecular cluster, C25H56NO6 overall.

The electronic energy is -1492.33529 Ha. As for the charge: -1. The value obtained for the molecular weight is 466.7 Da. As for the HOMO-LUMO gap: 7.15 eV.

Atoms and positions in Å:
C  -4.808  1.566  0.981
O  -5.128  0.599  0.009
C  -4.303  -0.561  0.090
C  -4.626  -1.443  -1.113
C  -3.642  -1.231  -2.266
C  -2.278  -1.980  -2.251
C  -1.859  -2.860  -1.051
C  -0.933  -2.192  0.006
C  -1.369  -2.374  1.479
C  -1.164  -1.162  2.405
C  0.252  -0.585  2.394
C  0.351  0.857  2.929
N  -0.445  1.887  2.280
C  0.083  2.351  1.003
C  -0.211  1.407  -0.171
O  0.747  0.848  -0.750
O  -1.425  1.249  -0.439
H  -5.727  2.052  1.322
H  -4.138  2.330  0.567
H  -4.318  1.121  1.855
H  -3.254  -0.251  0.035
H  -4.497  -1.071  1.044
H  -4.727  -2.497  -0.836
H  -5.620  -1.130  -1.454
H  -4.157  -1.508  -3.195
H  -3.473  -0.152  -2.336
H  -2.252  -2.616  -3.141
H  -1.487  -1.235  -2.388
H  -1.279  -3.681  -1.493
H  -2.709  -3.347  -0.565
H  -0.805  -1.135  -0.232
H  0.056  -2.651  -0.089
H  -0.794  -3.201  1.919
H  -2.415  -2.693  1.523
H  -1.371  -1.504  3.429
H  -1.914  -0.401  2.181
H  0.720  -0.631  1.407
H  0.866  -1.202  3.064
H  1.399  1.166  2.854
H  0.094  0.845  3.998
H  -1.401  1.584  2.142
H  1.159  2.524  1.097
H  -0.386  3.313  0.766
C  3.530  0.263  -2.018
C  3.679  1.696  -2.480
O  5.023  2.180  -2.496
C  5.918  1.469  -3.321
C  5.537  1.459  -4.793
H  3.947  0.140  -1.017
H  2.471  0.013  -1.973
H  4.031  -0.445  -2.685
H  3.147  2.350  -1.791
H  3.219  1.833  -3.465
H  6.049  0.442  -2.958
H  6.880  1.973  -3.199
H  4.593  0.941  -4.965
H  6.308  0.948  -5.374
H  5.436  2.479  -5.168
C  2.754  -0.406  7.101
C  1.390  -0.973  6.746
O  1.414  -1.910  5.687
C  2.191  -3.072  5.888
C  1.744  -3.921  7.067
H  3.215  0.050  6.225
H  2.648  0.356  7.874
H  3.432  -1.172  7.482
H  0.742  -0.171  6.392
H  0.909  -1.403  7.633
H  3.253  -2.817  5.980
H  2.082  -3.643  4.965
H  1.858  -3.397  8.017
H  2.345  -4.831  7.118
H  0.696  -4.202  6.959
C  -0.149  2.660  -3.322
C  -1.417  1.881  -3.601
O  -2.325  2.540  -4.493
C  -1.823  2.817  -5.778
C  -1.400  1.585  -6.565
H  -0.395  3.642  -2.909
H  0.444  2.122  -2.582
H  0.464  2.820  -4.215
H  -1.948  1.750  -2.661
H  -1.189  0.877  -3.977
H  -0.991  3.532  -5.727
H  -2.639  3.319  -6.304
H  -0.567  1.067  -6.090
H  -1.084  1.873  -7.570
H  -2.231  0.882  -6.647

Atom charges from the Löwdin analysis, given in e for atoms 1 to 4: number 1, C, carries -0.12; number 2, O, carries -0.19; number 3, C, carries -0.24; number 4, C, carries -0.18


# 2
ORCA calculation (ωB97M-V with the def2-TZVPD basis set) on one molecule with the formula C4H12OSi2 in a non-equilibrium geometry.

Its energy above the lowest of the compared OMol25 structures with the same formula, charge and spin is 2.015 eV. As for the SMILES: C[Si](=O)[Si](C)(C)C. The electronic energy is -813.81340 Ha. The value obtained for the molecular weight is 132.3 Da. As for the HOMO-LUMO gap: 9.18 eV.

Atoms and positions in Å:
C  2.943  1.567  0.007
Si  2.167  -0.206  -0.154
O  2.885  -1.545  -0.522
Si  -0.133  -0.471  0.123
C  -0.455  -2.118  1.048
C  -1.132  0.986  1.019
C  -0.936  -0.892  -1.710
H  2.756  2.115  0.971
H  4.083  1.514  -0.156
H  2.357  2.165  -0.658
H  -0.121  -2.878  0.377
H  0.220  -2.189  1.888
H  -1.508  -2.468  1.370
H  -0.357  1.442  1.761
H  -1.424  1.843  0.415
H  -2.001  0.545  1.450
H  -1.240  0.038  -2.242
H  -0.125  -1.113  -2.411
H  -1.596  -1.720  -2.005

Atom charges from the Löwdin analysis, given in e for atoms 1 to 4: number 1, C, carries -0.24; number 2, Si, carries 0.56; number 3, O, carries -0.42; number 4, Si, carries 0.55